(1)
Computed, not measured: a molecular structure, C18H42F12NO17S4Sn at a distorted geometry, with ωB97M-V with the def2-TZVPD basis set.

Properties
**HOMO-LUMO gap**: 6.55 eV
**Energy**: -5050.23703 Ha
**HOMO energy**: -0.227 hartree
**LUMO energy**: 0.370 eV

```
! RIJCOSX wB97M-V def2-TZVPD def2/J DEFGRID3
* xyz -1 1
Sn 0.42353 -0.74077 0.17495
C -2.09380 2.67889 2.91896
F -0.78595 2.94670 2.96566
F -2.29716 1.53701 3.55686
F -2.75938 3.73602 3.44366
S -2.68195 2.31633 1.06118
O -1.94394 3.22898 0.19763
O -2.42812 0.90043 0.84757
N -4.41847 2.49094 1.14724
S -4.64623 3.86173 0.46844
O -4.00991 4.97553 1.13966
O -4.53085 3.83421 -0.97731
C -6.51983 4.05757 0.90627
F -6.62325 4.38964 2.20499
F -7.02757 5.07173 0.15554
F -7.16465 2.89399 0.64110
C -1.90373 -1.83000 5.14016
F -2.00609 -0.57227 5.54502
F -0.62921 -2.15099 5.38387
F -2.70875 -2.58393 5.91994
S -2.22479 -2.02655 3.28373
O -3.59960 -1.59297 3.04990
O -1.20037 -1.19072 2.63036
O -1.96202 -3.46142 3.02323
C -3.78266 -2.70484 -2.45462
F -3.09677 -3.69149 -3.04701
F -3.45818 -1.58800 -3.02708
F -5.10810 -2.91495 -2.53167
S -3.37090 -2.66018 -0.56220
O -1.95871 -2.23753 -0.56223
O -4.31460 -1.67754 -0.03282
O -3.53339 -4.00016 0.01130
C 5.27709 -0.29329 -1.83682
C 3.79607 -0.76533 -1.79066
O 3.49008 -0.75332 -0.39380
H 5.41902 0.50258 -1.10570
H 5.38773 0.12842 -2.83582
H 6.00309 -1.10608 -1.85655
H 3.63713 -1.76162 -2.20328
H 3.09541 -0.12060 -2.32121
H 3.98748 -1.50489 -0.06315
C 0.53857 -4.96935 -1.93471
C 1.52444 -3.91085 -1.51959
O 1.17927 -2.67285 -2.15456
H 0.62652 -5.89775 -1.37040
H 0.65403 -5.17854 -2.99821
H -0.46078 -4.60904 -1.69067
H 2.47998 -4.31160 -1.85788
H 1.67080 -3.76822 -0.44893
H 1.40701 -2.77213 -3.08186
C 2.74785 -3.08429 2.48505
C 1.41796 -3.56101 3.01954
O 0.47397 -3.55942 1.93229
H 3.58415 -2.94954 3.17101
H 2.54806 -2.26065 1.79962
H 3.15735 -3.78339 1.75588
H 1.13602 -2.88884 3.82998
H 1.49956 -4.53299 3.50605
H -0.36217 -3.81259 2.33026
C 1.31121 4.58455 0.42733
C 1.41137 3.39116 -0.55986
O 1.77453 2.26150 0.13059
H 2.30134 4.76477 0.84593
H 0.63360 4.29018 1.22876
H 0.88876 5.51434 0.04634
H 2.22411 3.58665 -1.25939
H 0.55927 3.21663 -1.21679
H 2.64048 2.41399 0.51590
C 1.72732 0.44087 -5.10656
C 2.51810 1.73518 -4.88297
O 1.88424 2.42146 -3.86178
H 1.52529 -0.19923 -4.24774
H 2.32859 -0.16546 -5.78400
H 0.72779 0.60382 -5.50968
H 2.65798 2.27658 -5.81861
H 3.49453 1.42042 -4.51473
H 2.24021 3.31293 -3.84969
C 2.04167 1.53633 4.70689
C 1.67348 0.26336 3.91696
O 2.07358 0.33859 2.54718
H 2.21784 1.28026 5.75164
H 1.23612 2.26915 4.66033
H 2.96517 1.98073 4.33575
H 0.62430 0.01351 4.07474
H 2.14345 -0.59229 4.40183
H 2.82628 0.92893 2.46628
C -1.83432 0.85330 -3.94376
C -1.38503 1.00194 -2.47213
O -0.01810 0.85132 -2.36220
H -1.45815 -0.10391 -4.30480
H -1.44322 1.70661 -4.49785
H -2.91889 0.84904 -4.05239
H -1.92703 0.29194 -1.84744
H -1.64026 2.00113 -2.11920
H 0.42410 1.56153 -2.83301
*
```

Atom charges from the Löwdin analysis, given in e for atoms 1 to 2:
1 Sn 1.8140
2 C -0.5996

(2)
Computed, not measured: a molecular structure, C3H4LiO4Yb at a distorted geometry, with ωB97M-V with the def2-TZVPD basis set.

Properties
**HOMO-LUMO gap (spin up / spin down)**: 4.96 / 2.89 eV
**Energy**: -1583.52741 Ha
**Expectation value of S²**: 2.063
**HOMO energy (spin up / spin down)**: -0.367 / -0.387 hartree
**LUMO energy (spin up / spin down)**: -5.034 / -7.634 eV

```
! RIJCOSX wB97M-V def2-TZVPD def2/J DEFGRID3
* xyz 1 3
H -2.66956 -1.80519 1.36063
O 0.93447 -1.05904 1.02670
C 0.30197 -1.96560 0.46302
C -0.55181 -1.77995 -0.76159
O -1.56434 -0.80849 -0.62918
C -1.37758 0.54940 -0.52898
O -0.21300 0.98015 -0.68143
O -2.42819 1.12028 -0.21908
Li -3.53214 -0.43808 0.28399
Yb 1.69946 1.10839 0.58598
H 0.74262 -2.98155 0.50850
H -1.07256 -2.72778 -0.95307
H 0.05570 -1.62318 -1.66899
*
```

Atom charges from the Löwdin analysis, given in e for atoms 1 to 2:
1 H -0.0905
2 O -0.2462

(3)
Computed, not measured: 2 unconnected molecules or ions with the total composition C4H10N3O at a distorted geometry, with ωB97M-V with the def2-TZVPD basis set.

Properties
**HOMO-LUMO gap**: 8.60 eV
**Energy**: -397.55263 Ha
**HOMO energy**: -0.448 hartree
**LUMO energy**: -3.583 eV

```
! RIJCOSX wB97M-V def2-TZVPD def2/J DEFGRID3
* xyz 1 1
C 4.23461 0.63028 -0.17229
C -1.70091 -0.27099 0.19195
C -0.20126 -2.09707 -0.09249
C -2.90049 1.85260 -0.01574
N 3.16360 0.24249 0.23327
N 2.09848 -0.06565 0.47810
N -0.56900 -0.81770 0.32505
O -1.80758 0.99735 0.42925
H 5.12315 0.50402 0.47238
H 4.17140 1.12295 -1.20570
H -2.38484 -0.98559 -0.24221
H -0.28161 -2.29368 -1.20163
H 0.89526 -2.19039 0.07110
H -0.73658 -2.81953 0.57965
H -2.37673 2.73047 -0.68481
H -3.29884 2.34350 0.86583
H -3.59592 1.27022 -0.66214
H 0.16725 -0.15329 0.63043
*
```

Atom charges from the Löwdin analysis, given in e for atoms 1 to 2:
1 C -0.0248
2 C -0.1295

(4)
Computed, not measured: 3 unconnected molecules or ions with the total composition C14H30FNO6 at a distorted geometry, with ωB97M-V with the def2-TZVPD basis set.

Properties
**HOMO-LUMO gap**: 10.30 eV
**Energy**: -1157.40812 Ha
**HOMO energy**: -0.353 hartree
**LUMO energy**: 0.704 eV
**SMILES**: COCCOCC(=O)NC(=O)F.CCOCC.CCOCC

```
! RIJCOSX wB97M-V def2-TZVPD def2/J DEFGRID3
* xyz 0 1
C 3.90866 -1.23154 1.13771
O 3.97909 -0.51332 -0.08729
C 3.53642 0.82472 0.11341
C 2.01917 0.89221 -0.18683
O 1.23137 0.94594 1.02075
C 0.02544 0.21318 0.89359
C 0.14026 -1.15479 1.59894
O -0.05550 -1.19696 2.74373
N 0.53112 -2.38805 0.93364
C 0.38380 -2.37369 -0.45225
O 1.20540 -2.77277 -1.14629
F -0.74903 -1.94921 -0.98454
H 2.97759 -1.00811 1.68188
H 3.89996 -2.29908 0.89216
H 4.75831 -0.96687 1.77995
H 3.73026 1.16210 1.13943
H 4.02627 1.51508 -0.57975
H 1.74639 1.76399 -0.79996
H 1.77185 -0.00143 -0.77408
H -0.34209 0.17182 -0.13776
H -0.71803 0.77739 1.46474
H 1.51784 -2.56685 1.09873
C -2.19526 -4.15351 1.65194
C -3.07377 -5.38182 1.49063
O -4.39393 -5.08892 1.06817
C -4.52126 -4.43308 -0.18044
C -3.94385 -5.21604 -1.34755
H -2.64495 -3.45103 2.35616
H -1.21035 -4.43682 2.02353
H -2.05570 -3.62566 0.70723
H -3.16926 -5.88128 2.45559
H -2.60977 -6.10607 0.81168
H -4.08118 -3.43050 -0.12978
H -5.59105 -4.29359 -0.34030
H -2.86822 -5.36817 -1.24657
H -4.11757 -4.68257 -2.28341
H -4.41096 -6.20016 -1.41483
C 1.73411 5.96968 -2.67365
C 0.85950 4.82795 -2.18497
O 1.13014 4.43072 -0.85173
C 0.95583 5.41868 0.14928
C -0.45822 5.96772 0.22907
H 2.78974 5.70536 -2.58940
H 1.51264 6.19531 -3.71770
H 1.57711 6.88139 -2.09544
H 1.04286 3.94873 -2.80484
H -0.20198 5.07274 -2.30035
H 1.68076 6.22879 0.01366
H 1.20349 4.93647 1.09558
H -0.75184 6.47843 -0.68921
H -0.53958 6.68366 1.04819
H -1.17202 5.15981 0.39955
*
```

Atom charges from the Löwdin analysis, given in e for atoms 1 to 2:
1 C -0.1012
2 O -0.1817

(5)
Computed, not measured: 7 unconnected molecules or ions with the total composition C5H24NO6S2 at a distorted geometry, with ωB97M-V with the def2-TZVPD basis set.

Properties
**HOMO-LUMO gap**: 5.62 eV
**Energy**: -1507.39397 Ha
**HOMO energy**: -0.108 hartree
**LUMO energy**: 2.680 eV

```
! RIJCOSX wB97M-V def2-TZVPD def2/J DEFGRID3
* xyz -1 1
C 1.02343 1.39648 0.80276
C 0.75506 2.20150 -0.43693
S -1.04253 2.27524 -0.47308
C 0.82065 -0.06744 0.41359
N 1.40402 -1.05874 1.28577
C 0.79940 -2.46912 1.21584
C -0.61028 -2.71141 1.86697
S -2.00679 -2.58809 0.56677
H 1.97925 1.61800 1.16221
H 0.38217 1.71571 1.63200
H 1.11627 3.25846 -0.35171
H 1.15465 1.82412 -1.42781
H -0.41288 -0.27678 0.24786
H 1.12478 -0.17726 -0.65248
H 1.25184 -0.92240 2.30063
H 0.85216 -2.58849 0.16268
H 1.52230 -3.09683 1.68971
H -0.57288 -3.51033 2.60993
H -1.01091 -1.74696 2.43025
H -1.41358 -2.97661 -0.67529
H 0.63326 0.26547 -2.93510
H 1.94068 -0.26067 -3.35476
O 1.08039 -0.54555 -2.95383
H -2.40229 1.83821 -2.82306
H -1.97687 0.26899 -2.73242
O -2.05919 1.07103 -3.19121
H 3.29698 -1.68263 1.38976
H 3.85058 -0.49858 2.14751
O 4.13942 -1.28343 1.63163
H -1.99635 2.14376 3.19336
H -1.14125 0.83008 3.19392
O -2.00464 1.17333 3.56462
H -4.14821 -0.50674 -0.55590
H -3.43480 0.34534 0.35343
O -3.72762 0.23498 -0.54731
H 0.26835 2.74453 -2.99615
H -0.09237 1.54976 -4.05268
O 0.65777 2.21308 -3.70146
*
```

Atom charges from the Löwdin analysis, given in e for atoms 1 to 2:
1 C -0.3554
2 C -0.7172